Entry 1:
ORCA calculation (ωB97M-V with the def2-TZVPD basis set) on a structure of composition CH4N2O2.

Values from the calculation:
spin multiplicity: 1
frontier orbital gap (spin up / spin down): 9.51 / 9.51 eV
HOMO (spin up / spin down): -9.6 / -9.6 eV

Last column: natural (NBO) charge in e.
Atoms and positions in Å:
C: 0.78998 0.33274 -0.04248  -0.319
N: -2.52510 -0.77422 0.01881  -0.322
N: -1.49967 -0.15091 0.04238  0.436
O: -1.60340 1.67915 -0.14842  -0.543
O: -0.29423 -0.55979 0.02594  -0.301
H: 0.22546 1.43494 0.04586  0.291
H: 1.34015 0.20942 -0.93750  0.190
H: 1.55147 0.13154 0.62711  0.192
H: -2.68817 -1.82490 0.32090  0.375

---

Entry 2:
ORCA calculation (ωB97M-V with the def2-TZVPD basis set) on the molecule CH4N2O2.

Values from the calculation:
spin multiplicity: 3
frontier orbital gap (spin up / spin down): 7.84 / 8.34 eV
HOMO (spin up / spin down): -6.7 / -10.9 eV
<S²>: 2.009

Last column: natural (NBO) charge in e.
Atoms and positions in Å:
C: 1.09057 0.35868 -0.12625  0.220
N: -2.29783 -0.21972 -0.18533  -0.380
N: -1.12360 -0.24712 -0.41476  0.032
O: 1.60956 -0.82878 0.33647  -0.701
O: -0.25400 0.47177 0.40498  -0.363
H: 0.90498 -1.40972 0.27611  0.471
H: 1.66014 1.16454 0.31589  0.174
H: 1.11444 0.35757 -1.19222  0.157
H: -2.70425 0.35277 0.58510  0.392

---

Entry 3:
ORCA calculation (ωB97M-V with the def2-TZVPD basis set) on the molecule CH4N2O2S.

Values from the calculation:
structure (SMILES): CNN=S(=O)=O
spin multiplicity: 1
frontier orbital gap: 9.29 eV
HOMO: -9.8 eV

Last column: natural (NBO) charge in e.
Atoms and positions in Å:
C: 0.26267 -0.02959 -0.11021  -0.463
N: -1.20361 -0.84333 1.83127  -0.645
N: -0.69071 0.33249 0.93779  -0.445
O: -2.64916 -2.92995 1.89332  -0.816
O: -2.72834 -1.53482 -0.21569  -0.829
S: -2.27103 -1.73676 1.15074  2.196
H: -0.46829 -0.26072 -0.90421  0.219
H: 0.73194 0.76140 -0.59069  0.223
H: 1.04055 -0.74015 0.10864  0.195
H: -0.38814 0.94219 1.63800  0.364